Entry 1
17
Properties=species:S:1:pos:R:3 method="wB97M-V/def2-TZVPD" homo_lumo_gap_ev=11.0 lumo_energy_ev=0.63 molar_mass_g_mol=152.2 smiles="C=CCN(O)S(N)(=O)=O"
H 0.987 -1.212 3.397
O 1.214 1.692 1.922
O -1.050 0.717 2.529
H -1.676 -0.636 1.170
C -0.368 -0.224 -1.895
H -1.031 1.303 -0.390
O -0.832 -1.154 1.067
C -0.220 0.070 -3.149
H 1.228 0.196 4.114
H -0.945 -1.118 -1.774
N 0.192 -0.379 0.697
N 1.222 -0.309 3.188
S 0.327 0.600 2.084
H 0.037 1.043 -3.432
H -0.562 -0.740 -3.748
H 0.747 1.209 -0.678
C -0.208 0.592 -0.644

Entry 2
17
Properties=species:S:1:pos:R:3 method="wB97M-V/def2-TZVPD" homo_lumo_gap_ev=10.5 lumo_energy_ev=0.55 molar_mass_g_mol=152.2 smiles="O=S1(=O)NCCCN1O"
O -2.068 1.029 1.262
O -0.036 -0.374 2.790
O -1.152 -1.551 0.930
H 1.809 -0.326 1.217
H -1.326 1.705 -1.240
H -2.362 0.092 1.478
H -1.335 -0.106 -0.866
H 0.779 -1.704 -1.323
H 1.450 1.331 -0.819
H 0.620 0.610 -2.380
N -0.802 1.009 0.726
C -0.782 0.766 -0.714
C 0.651 0.545 -1.262
S -0.200 -0.546 1.403
C 1.300 -0.806 -0.754
N 1.175 -0.825 0.682
H 2.281 -0.848 -1.131

entry 2 takes first place; second place is 109.7 kJ/mol up.

Entry 1
8
Properties=species:S:1:pos:R:3 method="wB97M-V/def2-TZVPD" homo_lumo_gap_ev=9.6 lumo_energy_ev=0.51 molar_mass_g_mol=102.1 smiles="S=c1[nH]cno1"
N 0.638 -0.420 -0.029
S 0.720 1.373 2.291
H 1.337 -0.994 0.108
H -0.593 -1.607 -1.529
N -1.164 0.431 -0.891
O -0.810 1.181 0.145
C 0.284 0.602 0.911
C -0.411 -0.565 -1.006

Entry 2
8
Properties=species:S:1:pos:R:3 method="wB97M-V/def2-TZVPD" homo_lumo_gap_ev=8.8 lumo_energy_ev=0.19 molar_mass_g_mol=102.1 smiles="C#[N+][S-].N=C=O"
N 0.881 -0.610 -0.601
O 2.704 0.286 0.652
N -1.900 0.667 0.119
C -1.252 0.331 1.036
H 0.816 -1.253 -1.321
H -0.552 -0.394 1.351
C 1.919 -0.175 -0.089
S -2.616 1.149 -1.147

entry 2 takes first place; second place is 18.7 kJ/mol up.

Entry 1
8
Properties=species:S:1:pos:R:3 method="wB97M-V/def2-TZVPD" homo_lumo_gap_ev=9.4 lumo_energy_ev=0.58 molar_mass_g_mol=102.1
H 0.695 -0.614 1.949
N 0.546 -1.255 0.175
N 0.807 -1.419 1.347
C -0.855 1.900 -0.105
C 0.093 -1.333 -0.906
S -0.445 2.624 -1.398
H 0.316 -1.263 -1.932
O -1.158 1.360 0.869

Entry 2
8
Properties=species:S:1:pos:R:3 method="wB97M-V/def2-TZVPD" homo_lumo_gap_ev=9.0 lumo_energy_ev=-0.11 molar_mass_g_mol=102.1
H -1.419 -0.927 1.481
S 2.307 -0.163 -0.985
O -1.266 0.416 0.051
C -0.657 -0.494 0.825
H -0.427 1.088 -1.366
N 0.515 -0.911 0.707
N 0.020 1.030 -0.429
C 0.928 -0.038 -0.284

entry 1 takes first place; second place is 16.5 kJ/mol up.

Entry 1
21
Properties=species:S:1:pos:R:3 method="wB97M-V/def2-TZVPD" multiplicity=2 homo_lumo_gap_ev="2.4 / 9.0" lumo_energy_ev="3.80 / 3.62" molar_mass_g_mol=102.2 charge=-1
H 0.901 -1.734 0.046
C 1.378 0.332 0.142
H 2.147 0.773 -1.840
H -2.565 1.299 0.278
C -2.410 0.229 0.408
C 1.817 -1.177 0.213
C 2.305 1.065 -0.799
N -0.016 0.595 -0.194
H 3.347 0.873 -0.526
H 2.481 -1.367 -0.633
H 2.254 2.157 -0.741
H 2.339 -1.481 1.118
H 1.491 0.751 1.150
H -3.808 -0.205 -1.017
H -2.960 -1.447 -0.583
N -2.832 -0.456 -0.818
H -0.774 -0.996 1.169
H -0.869 0.561 1.699
H -0.232 0.205 -1.107
C -0.958 -0.004 0.745
H -3.035 0.028 1.292

Entry 2
21
Properties=species:S:1:pos:R:3 method="wB97M-V/def2-TZVPD" multiplicity=2 homo_lumo_gap_ev="2.5 / 8.8" lumo_energy_ev="3.96 / 4.10" molar_mass_g_mol=102.2 charge=-1
H 0.913 2.722 0.206
H 0.716 -1.948 -0.068
N -0.870 -0.944 1.011
C 1.598 2.420 -0.579
C 0.202 -1.922 0.917
H 0.341 0.607 1.262
H -1.309 1.033 0.650
H -0.406 1.203 -1.478
H 1.264 3.039 -1.430
H 2.181 0.482 -0.385
H -0.219 -2.931 0.927
C 0.173 0.471 -0.893
C -2.021 -1.426 0.315
H 0.034 -0.447 -1.460
H 1.009 -1.789 1.639
H -1.947 -1.794 -0.726
H -2.777 -0.635 0.157
H -2.599 -2.235 0.787
H 2.643 2.688 -0.440
N 1.514 1.012 -0.939
C -0.439 0.394 0.525

Entry 3
21
Properties=species:S:1:pos:R:3 method="wB97M-V/def2-TZVPD" multiplicity=2 homo_lumo_gap_ev="2.8 / 9.2" lumo_energy_ev="4.16 / 4.09" molar_mass_g_mol=102.2 charge=-1
H -0.617 1.420 1.161
H -0.191 -2.443 -0.007
C 0.393 -0.395 -0.631
H -2.192 -1.821 0.705
H 0.105 0.713 2.591
C -0.656 -1.637 -0.637
H 1.306 -0.921 -0.977
C 1.942 1.005 0.591
H -0.517 1.687 -1.027
H 2.108 1.628 1.620
C -0.270 0.640 -1.523
H -0.682 -1.886 -1.763
H -2.024 -0.294 0.162
C -0.226 0.497 1.587
N -1.905 -1.267 -0.057
H 1.606 1.820 -0.111
H 2.754 0.482 0.062
H -0.995 -0.255 1.716
H -1.219 0.288 -1.871
H 0.413 0.791 -2.375
N 0.863 -0.050 0.784

entry 1 takes first place; second place is 83.9 kJ/mol up.

Entry 1
8
Properties=species:S:1:pos:R:3 method="wB97M-V/def2-TZVPD" homo_lumo_gap_ev=9.7 lumo_energy_ev=-0.32 molar_mass_g_mol=116.0 smiles=N#C[PH]#[PH]C#N
C 0.154 2.467 0.115
C 2.975 -0.095 0.064
H -1.194 0.638 -0.360
P 1.321 -0.153 -0.638
P -0.225 0.816 0.631
N 0.391 3.551 -0.163
H 1.043 -1.419 -0.101
N 4.107 -0.125 0.232

Entry 2
8
Properties=species:S:1:pos:R:3 method="wB97M-V/def2-TZVPD" homo_lumo_gap_ev=10.2 lumo_energy_ev=-0.23 molar_mass_g_mol=116.0 smiles=N#CP(#[PH2])C#N
H -0.821 0.626 -1.736
C -0.039 -0.552 1.728
P 1.007 0.257 0.536
H -0.065 2.503 -0.922
C 0.839 -1.128 -0.597
N 0.566 -2.009 -1.251
N -0.731 -0.869 2.596
P -0.755 1.172 -0.353

entry 1 takes first place; second place is 51.9 kJ/mol up.

Entry 1
20
Properties=species:S:1:pos:R:3 method="wB97M-V/def2-TZVPD" homo_lumo_gap_ev=9.8 lumo_energy_ev=0.95 molar_mass_g_mol=123.2 smiles=CN[C@@H](C)CS.O
H 2.241 -2.049 0.487
C -0.646 -0.683 1.566
N -0.067 -0.867 0.232
H 2.106 -1.804 -1.204
C 2.313 -1.261 -0.273
H 1.487 0.291 0.956
H 0.033 -1.876 0.123
H -1.359 -1.494 1.709
H 0.132 1.279 -1.108
H 0.107 -0.844 2.354
H 3.340 -0.915 -0.335
O -6.977 -1.817 1.383
C 1.094 0.787 -1.108
C 1.245 -0.236 0.025
H -7.585 -1.136 1.665
H -7.114 -2.449 2.067
H -1.120 0.288 1.676
H 1.263 0.266 -2.045
S 2.266 2.240 -1.094
H 2.946 1.867 -2.195

Entry 2
20
Properties=species:S:1:pos:R:3 method="wB97M-V/def2-TZVPD" homo_lumo_gap_ev=8.7 lumo_energy_ev=0.54 molar_mass_g_mol=123.2 smiles=CNCCCS.O
H -1.591 -1.991 -0.765
H 1.910 1.876 2.428
H -1.550 1.204 0.771
C -0.859 0.104 -0.955
H 1.352 0.536 0.795
H 1.927 -1.338 -4.144
H 0.383 2.680 2.479
C 0.876 1.675 2.406
O 1.293 -2.073 -4.094
C -0.865 -1.347 -0.223
H -1.800 0.453 -1.327
S -1.667 -1.534 1.418
H 1.334 -2.277 -3.171
H -0.564 -1.579 2.182
H 0.096 -1.894 -0.322
C -0.638 1.215 0.173
N 0.498 1.036 1.125
H -0.696 2.248 -0.344
H 0.606 0.969 3.344
H -0.044 0.038 -1.776

Entry 3
20
Properties=species:S:1:pos:R:3 method="wB97M-V/def2-TZVPD" homo_lumo_gap_ev=9.9 lumo_energy_ev=0.84 molar_mass_g_mol=123.2 smiles=C[C@@H](N)CCS.O
N -0.258 -1.691 -0.816
H -1.552 -0.313 -0.092
O 0.911 -1.979 2.530
H 1.721 -1.840 2.037
C -1.032 -0.438 -1.020
H 0.593 -1.615 -1.279
H -0.327 0.865 1.746
C 1.053 1.045 -0.297
H 0.190 -2.003 1.927
H 1.751 0.106 -0.236
H -2.340 0.388 -2.622
C -0.151 0.849 -1.198
H -0.635 -2.549 -1.115
H 1.675 1.852 -0.788
C -1.929 -0.554 -2.296
H -1.296 -1.053 -2.997
H -2.850 -1.182 -2.066
H 0.220 1.031 -2.204
S 0.649 1.673 1.443
H -0.671 1.804 -1.054

Entry 4
20
Properties=species:S:1:pos:R:3 method="wB97M-V/def2-TZVPD" homo_lumo_gap_ev=9.4 lumo_energy_ev=0.40 molar_mass_g_mol=123.2 smiles=NCCCCS.O
S 2.027 0.319 -1.589
N -1.403 0.255 1.779
O -1.925 3.259 -2.480
H 2.435 -1.704 -0.814
H 1.053 -1.873 -1.993
H -1.874 -0.021 0.930
H 0.482 0.865 2.477
C 1.409 -1.430 -1.070
H 0.954 1.122 -1.477
H -0.472 -1.004 -0.354
H 0.131 -1.526 2.157
H 0.230 1.111 0.718
H -1.730 2.546 -3.112
C 0.378 -1.559 0.048
C 0.689 -0.953 1.410
H -1.775 1.157 2.067
C 0.071 0.444 1.560
H 1.725 -1.150 1.715
H -2.539 2.767 -1.907
H 0.134 -2.627 -0.063

entry 1 takes first place; second place is 13.5 kJ/mol up.

Entry 1
20
Properties=species:S:1:pos:R:3 method="wB97M-V/def2-TZVPD" homo_lumo_gap_ev=9.5 lumo_energy_ev=0.85 molar_mass_g_mol=123.2 smiles=CSCCCN.O
H 0.816 -0.527 -0.251
H -1.406 0.767 -0.522
H 0.235 -2.418 3.082
N -1.003 0.840 -1.415
O -1.109 -2.084 -2.522
S 1.522 -0.457 2.444
C 0.436 1.435 -1.191
H -0.809 -0.912 3.004
C 1.224 0.503 -0.256
H -1.945 -2.227 -2.921
C 0.739 0.788 1.221
H -1.187 -1.100 -2.187
H 1.111 1.817 1.552
H 0.396 2.499 -0.773
H 1.012 1.441 -2.095
H -1.605 1.461 -1.996
H 2.219 0.797 -0.545
H -0.309 -1.811 1.564
C 0.004 -1.482 2.548
H -0.340 0.673 1.261

Entry 2
20
Properties=species:S:1:pos:R:3 method="wB97M-V/def2-TZVPD" homo_lumo_gap_ev=9.7 lumo_energy_ev=0.90 molar_mass_g_mol=123.2 smiles=NCCCCS.O
H -0.846 -0.482 2.084
C -0.112 -0.588 -1.044
S -0.964 0.604 2.857
N -0.777 -1.576 -0.240
O 1.234 -1.499 -5.493
H 2.057 -1.807 -5.882
H -0.883 1.118 -0.068
C 0.404 1.516 2.060
H 0.490 1.511 -1.057
H -0.215 -2.374 -0.002
H 1.477 -0.188 1.184
C 0.118 0.757 -0.350
H 0.136 2.528 1.746
H -1.553 -1.344 0.349
H 1.884 1.392 0.652
C 1.022 0.770 0.902
H -0.679 -0.371 -1.960
H 1.131 1.642 2.867
H 0.820 -1.039 -1.392
H 0.541 -1.387 -6.143

entry 2 takes first place; second place is 53.3 kJ/mol up.

Entry 1
20
Properties=species:S:1:pos:R:3 method="wB97M-V/def2-TZVPD" homo_lumo_gap_ev=9.7 lumo_energy_ev=0.74 molar_mass_g_mol=123.2 smiles=NCCCCS.O
O -0.708 -3.399 -1.121
H -1.019 -0.314 -1.383
H 2.661 0.027 2.141
H -2.547 2.319 -0.350
H -0.740 -2.635 -0.507
N 2.267 -0.349 1.301
H -1.002 0.478 1.310
H 1.065 1.173 -0.769
S -2.694 1.264 -1.154
H 0.054 1.375 1.736
H 0.009 -3.246 -1.742
C 0.021 0.677 0.869
C -0.960 0.782 -1.449
C 0.023 1.360 -0.472
H 0.674 -1.400 0.563
H -0.188 2.430 -0.349
H -0.793 1.013 -2.507
C 0.813 -0.579 1.253
H 2.619 -0.071 0.407
H 0.445 -0.907 2.222

Entry 2
20
Properties=species:S:1:pos:R:3 method="wB97M-V/def2-TZVPD" homo_lumo_gap_ev=9.5 lumo_energy_ev=0.78 molar_mass_g_mol=123.2 smiles=CNCCCS.O
H -0.393 1.143 -2.917
H -0.682 1.254 -0.631
H -2.239 0.044 0.343
H 1.139 0.018 0.765
H -1.259 0.459 2.909
H -0.079 -2.119 0.388
H -2.099 0.758 -2.551
C -1.453 -0.530 -0.161
S -0.207 1.070 2.354
H 1.076 -1.007 2.183
H -1.213 -1.668 1.658
C 0.473 -0.395 1.526
H -0.990 -0.522 -2.941
H 3.154 -0.510 -1.671
O 2.980 -0.563 -2.621
C -1.065 0.437 -2.422
H 3.600 -1.200 -2.988
C -0.591 -1.265 0.845
N -0.649 0.322 -1.035
H -1.959 -1.292 -0.766

entry 2 takes first place; second place is 67.9 kJ/mol up.